--- 1 ---
Computed, not measured: a cluster of 3 separate species, C4H12N4 in total, with the ωB97M-V functional and the def2-TZVPD basis.

The gap between HOMO and LUMO (spin up / spin down) is 6.9 / 6.6 eV. Its LUMO energy (spin up / spin down) is -0.02771 / -0.03638 Ha.

Cartesian coordinates (Å):
C -1.647 -1.432 -0.365
N -1.837 -0.491 0.695
C -0.528 1.340 -1.443
N -0.905 1.560 -0.282
H -2.507 0.212 0.391
H -0.954 -2.222 -0.054
H -2.605 -1.906 -0.629
H -1.267 -1.013 -1.319
H 0.486 1.612 -1.794
H -1.125 0.758 -2.171
N 1.949 0.633 0.018
N 2.200 -0.695 -0.360
C 1.047 0.991 0.983
C 0.212 0.121 1.641
H 2.688 1.270 -0.225
H 1.372 -1.071 -0.810
H 2.406 -1.262 0.459
H 1.067 2.042 1.236
H 0.351 -0.946 1.590
H -0.405 0.497 2.437

***

--- 2 ---
Computed, not measured: a structure of composition C4H12N4, with the ωB97M-V functional and the def2-TZVPD basis.

The gap between HOMO and LUMO is 9.0 eV. Its LUMO energy is 0.03999 Ha.

Cartesian coordinates (Å):
C 0.012 0.425 -1.517
C 0.449 1.409 -0.218
C -1.214 -1.701 -0.813
C -0.105 0.817 2.068
N 0.062 -0.956 -0.988
N 0.746 0.644 0.890
N 0.694 -1.071 0.209
N 1.941 -1.375 0.037
H -1.009 0.670 -1.764
H 0.710 0.515 -2.208
H 1.404 1.886 -0.517
H -0.414 2.166 -0.013
H -0.882 -2.663 -0.530
H -1.635 -1.348 0.080
H -1.786 -1.628 -1.708
H -0.268 -0.174 2.466
H 0.386 1.487 2.772
H -1.103 1.048 1.761
H 2.605 -0.791 -0.557
H 2.393 -1.471 0.869

***

Q: Which of them is the most stable? A: 2.